1.
Density functional theory data (ωB97M-V/def2-TZVPD) for an isolated molecule of C2H2N4 in a non-equilibrium geometry.

Each line ends with the natural charge from an NBO analysis.
Element x y z (Å)
C -1.488 0.046 0.275  0.152
C -0.223 0.383 -0.291  0.278
N -2.139 -0.809 0.708  -0.182
N 0.392 -1.613 0.897  -0.139
N 0.026 1.488 -0.787  -0.555
N 0.779 -0.695 0.259  -0.279
H 0.876 1.638 -1.367  0.373
H 1.777 -0.437 0.306  0.351

Results
ΔE to the lowest compared entry with this formula, charge and spin in eV: 3.912
Frontier orbital gap in Ha: 0.3037
Highest occupied orbital energy in hartree: -0.3254

---

2.
Density functional theory data (ωB97M-V/def2-TZVPD) for a structure of composition CH18F3O20P2SZr in a non-equilibrium geometry.

Each line ends with the natural charge from an NBO analysis.
Element x y z (Å)
Zr 2.485 1.910 0.811  2.495
C -0.285 -1.826 1.068  0.784
F -0.691 -1.512 2.305  -0.302
F 1.005 -2.049 1.165  -0.296
F -1.042 -2.852 0.534  -0.334
S -0.496 -0.246 -0.082  2.301
O 0.664 0.695 0.252  -0.994
O -0.456 -0.681 -1.490  -0.981
O -1.782 0.382 0.273  -1.012
P 2.636 1.414 3.318  2.514
O 2.782 1.141 4.873  -1.075
O 1.505 2.182 2.693  -1.183
O 2.537 0.427 2.213  -1.211
O 3.680 2.174 2.469  -1.176
P 2.216 2.815 -2.617  2.410
O 3.121 3.828 -3.290  -0.934
O 2.443 1.854 -3.747  -1.101
O 1.070 3.488 -3.390  -0.886
O 2.215 2.415 -1.096  -1.174
O -3.101 2.986 0.369  -0.956
H -2.716 2.130 0.178  0.496
H -3.125 3.030 1.325  0.457
O -1.231 -4.993 -1.169  -0.939
H -0.631 -4.712 -1.860  0.472
H -2.014 -4.459 -1.298  0.468
O 3.160 0.032 -0.383  -0.921
H 3.416 -0.068 -1.300  0.524
H 3.222 -0.852 -0.019  0.507
O 2.715 -1.767 3.838  -0.957
H 2.626 -1.051 3.210  0.494
H 3.325 -2.376 3.422  0.440
O -0.149 -0.140 -4.150  -0.961
H -0.082 -0.181 -3.196  0.494
H 0.502 -0.768 -4.463  0.466
O -4.107 -3.703 1.310  -0.939
H -3.173 -3.635 1.108  0.473
H -4.521 -3.887 0.467  0.466
O 0.575 3.399 0.712  -0.928
H 0.089 3.986 0.132  0.514
H -0.097 2.984 1.252  0.514
O -2.765 0.451 -3.265  -0.967
H -2.662 -0.167 -2.541  0.463
H -1.891 0.516 -3.650  0.496
O -4.038 -0.708 1.172  -0.970
H -3.293 -0.294 0.736  0.490
H -3.643 -1.313 1.800  0.460

Results
Frontier orbital gap (alpha / beta) in Ha: 0.2222 / 0.2019
Highest occupied orbital energy (alpha / beta) in hartree: -0.0857 / -0.0652
<S²>: 0.77
Net charge: -2
2S+1: 2

---

3.
Density functional theory data (ωB97M-V/def2-TZVPD) for a structure of composition C20H40O12Zr2 in a non-equilibrium geometry.

Each line ends with the Löwdin spin population.
Element x y z (Å)
Zr 1.921 0.731 0.548  0.000
Zr -0.540 2.441 3.700  0.000
O 0.254 0.322 -0.877  0.000
C -1.075 0.615 -0.487  0.000
C -1.231 0.883 1.078  0.000
O -0.025 1.039 1.921  0.000
H -1.736 -0.236 -0.654  0.000
H -1.406 1.436 -1.123  0.000
H -1.869 0.110 1.506  0.000
H -1.827 1.763 1.323  0.000
O -2.725 2.522 3.629  0.000
C -3.404 1.496 4.460  0.000
C -2.478 0.894 5.643  0.000
O -1.075 1.091 5.396  0.000
H -3.627 0.654 3.806  0.000
H -4.338 1.950 4.789  0.000
H -2.616 -0.178 5.780  0.000
H -2.661 1.360 6.611  0.000
O 3.097 -0.839 -0.576  0.000
C 3.287 -1.922 -1.208  0.000
O 4.279 -2.760 -1.137  0.000
C 5.412 -2.491 -0.341  0.000
C 6.442 -1.610 -1.049  0.000
C 2.173 -2.363 -2.229  0.000
H 5.893 -3.412 -0.011  0.000
H 5.078 -1.988 0.567  0.000
H 7.184 -1.356 -0.292  0.000
H 6.016 -0.655 -1.358  0.000
H 6.893 -2.061 -1.933  0.000
H 1.467 -1.576 -2.498  0.000
H 1.558 -3.221 -1.959  0.000
H 2.659 -2.818 -3.092  0.000
O 2.444 1.389 -2.077  0.000
C 2.560 1.840 -3.263  0.000
O 1.850 2.781 -3.893  0.000
C 0.830 3.562 -3.225  0.000
C -0.600 2.983 -3.324  0.000
C 3.750 1.313 -4.042  0.000
H 0.928 4.561 -3.650  0.000
H 0.903 3.817 -2.168  0.000
H -1.331 3.482 -2.688  0.000
H -0.682 1.898 -3.258  0.000
H -0.852 3.172 -4.367  0.000
H 4.225 0.479 -3.526  0.000
H 4.547 2.043 -4.182  0.000
H 3.396 0.942 -5.004  0.000
O 1.153 -1.691 1.269  0.000
C 0.589 -2.716 1.645  0.000
O 1.100 -3.556 2.507  0.000
C 1.979 -3.160 3.469  0.000
C 3.430 -3.169 2.960  0.000
C -0.660 -3.250 0.963  0.000
H 1.836 -3.787 4.348  0.000
H 1.678 -2.228 3.947  0.000
H 3.550 -2.473 2.129  0.000
H 3.733 -4.196 2.756  0.000
H 4.149 -2.717 3.643  0.000
H -0.729 -2.747 -0.002  0.000
H -1.507 -3.044 1.617  0.000
H -0.665 -4.340 0.970  0.000
O -6.737 0.238 0.236  0.744
C -5.663 0.268 -0.336  0.077
O -5.109 1.214 -1.132  0.065
C -5.845 2.419 -1.453  0.006
C -4.710 3.497 -1.632  0.006
C -4.719 -0.935 -0.279  0.083
H -6.565 2.697 -0.683  0.003
H -6.349 2.174 -2.388  0.000
H -5.057 4.529 -1.586  0.003
H -4.236 3.373 -2.606  0.000
H -3.924 3.388 -0.885  0.000
H -4.058 -0.993 -1.144  0.013
H -5.362 -1.815 -0.296  -0.001
H -4.249 -1.064 0.695  0.001

Results
Frontier orbital gap in Ha: 0.2036
Highest occupied orbital energy in hartree: -0.8448
<S²>: 0.76
Net charge: +5
2S+1: 2

---

4.
Density functional theory data (ωB97M-V/def2-TZVPD) for a structure of composition C26H53O25V in a non-equilibrium geometry.

Each line ends with the Löwdin spin population.
Element x y z (Å)
V -1.675 3.567 -2.581  3.676
C 0.531 0.554 0.179  0.001
C -0.284 0.520 -1.086  0.003
O -0.784 1.771 -1.619  0.083
H -0.010 0.958 1.034  0.000
H 1.251 1.338 -0.058  0.000
H 1.017 -0.382 0.452  0.000
H -1.159 -0.108 -0.917  0.001
H 0.258 -0.016 -1.865  0.001
C 2.814 2.726 2.433  0.000
O 3.772 1.714 2.590  0.000
C 3.933 1.284 3.805  0.000
O 3.263 1.515 4.820  0.000
O 4.943 0.414 3.714  0.000
C 5.501 -0.231 4.904  0.000
H 1.785 2.418 2.619  0.000
H 2.820 2.960 1.368  0.000
H 3.061 3.690 2.878  0.000
H 6.067 0.457 5.533  0.000
H 6.217 -1.048 4.810  0.000
H 4.743 -0.509 5.636  0.000
C -3.767 0.781 0.260  0.001
O -4.696 1.881 0.277  0.003
C -4.683 2.780 -0.686  0.009
O -3.923 2.857 -1.659  0.065
O -5.765 3.610 -0.629  0.003
C -6.665 3.611 0.481  0.000
H -4.076 0.031 0.989  0.000
H -2.758 1.048 0.576  0.000
H -3.595 0.275 -0.690  0.000
H -6.666 2.752 1.151  0.000
H -7.646 3.766 0.031  0.000
H -6.549 4.498 1.104  0.000
C 0.850 -3.647 -7.615  0.000
O 0.910 -2.256 -7.227  0.000
C 1.502 -1.845 -6.036  0.000
O 2.063 -2.455 -5.177  0.000
O 1.503 -0.519 -6.102  0.000
C 2.141 0.229 -5.107  0.001
H 1.577 -3.863 -8.398  0.000
H -0.159 -3.903 -7.937  0.000
H 1.077 -4.195 -6.701  0.000
H 1.529 0.204 -4.205  0.000
H 2.175 1.291 -5.353  0.001
H 3.153 -0.151 -4.971  0.000
C -3.138 6.160 0.933  0.001
O -1.732 6.201 0.995  0.004
C -1.049 5.522 0.165  0.013
O -1.500 4.897 -0.804  0.090
O 0.226 5.447 0.577  0.007
C 1.103 4.692 -0.174  0.011
H -3.531 6.308 -0.073  0.001
H -3.752 6.912 1.428  0.000
H -3.490 5.162 1.195  0.000
H 0.899 3.651 0.078  0.000
H 2.163 4.839 0.033  0.000
H 0.955 4.876 -1.238  0.021
C -6.069 3.673 3.836  0.000
O -4.881 3.581 3.053  0.000
C -3.755 3.154 3.725  0.000
O -3.707 2.600 4.887  0.000
O -2.726 3.361 2.883  0.000
C -1.489 2.773 3.166  0.000
H -5.874 4.054 4.839  0.000
H -6.410 2.640 3.903  0.000
H -6.850 4.269 3.366  0.000
H -0.719 3.390 2.702  0.000
H -1.467 1.796 2.682  0.000
H -1.254 2.796 4.230  0.000
C 1.938 -7.307 3.866  0.000
O 1.317 -6.557 2.887  0.000
C 1.942 -5.388 2.459  0.000
O 2.982 -4.927 2.958  0.000
O 1.268 -4.833 1.466  0.000
C 1.948 -3.883 0.637  0.000
H 2.943 -7.475 3.479  0.000
H 1.485 -8.296 3.799  0.000
H 1.843 -6.875 4.862  0.000
H 1.204 -3.269 0.128  0.000
H 2.533 -4.400 -0.123  0.000
H 2.510 -3.174 1.245  0.000
C -4.121 -6.144 -2.997  0.000
O -2.800 -5.634 -2.922  0.000
C -2.624 -4.504 -2.190  0.000
O -3.421 -3.983 -1.459  0.000
O -1.352 -4.148 -2.374  0.000
C -0.828 -2.992 -1.922  0.000
H -4.735 -5.978 -2.112  0.000
H -3.920 -7.192 -3.221  0.000
H -4.620 -5.798 -3.902  0.000
H -0.721 -3.088 -0.841  0.000
H -1.497 -2.148 -2.089  0.000
H 0.187 -2.829 -2.286  0.000
C 3.747 0.846 -1.882  0.000
O 3.792 -0.507 -1.298  0.000
C 4.980 -1.033 -0.919  0.000
O 6.053 -0.416 -1.046  0.000
O 4.746 -2.274 -0.399  0.000
C 5.889 -2.990 0.097  0.000
H 2.755 1.292 -1.949  0.000
H 4.212 0.864 -2.868  0.000
H 4.373 1.452 -1.227  0.000
H 6.596 -3.216 -0.701  0.000
H 5.484 -3.905 0.530  0.000
H 6.359 -2.419 0.897  0.000

Results
Frontier orbital gap (alpha / beta) in Ha: 0.2138 / 0.2999
Highest occupied orbital energy (alpha / beta) in hartree: -0.2012 / -0.2880
<S²>: 6.00
2S+1: 5

---

5.
Density functional theory data (ωB97M-V/def2-TZVPD) for an isolated molecule of C5H8O2.

Each line ends with the natural charge from an NBO analysis.
Element x y z (Å)
C -0.202 -0.005 -1.699  -0.637
C -0.377 -0.220 -0.208  0.239
O -1.539 -0.964 0.116  -0.713
C 0.813 -0.862 0.569  -0.434
C 0.852 0.383 1.450  0.055
O 1.097 1.490 0.581  -0.487
C -0.235 1.013 0.707  0.012
H 0.670 0.631 -1.881  0.229
H -0.049 -0.966 -2.202  0.218
H -1.084 0.473 -2.140  0.207
H -2.297 -0.367 0.117  0.468
H 0.475 -1.764 1.083  0.232
H 1.729 -1.053 0.003  0.214
H 1.147 0.489 2.488  0.201
H -0.999 1.724 1.017  0.196

Results
ΔE to the lowest compared entry with this formula, charge and spin in eV: 2.276
Frontier orbital gap in Ha: 0.3980
Highest occupied orbital energy in hartree: -0.3642
SMILES: C[C@@]1(O)C[C@H]2O[C@H]21

---

6.
Density functional theory data (ωB97M-V/def2-TZVPD) for a cluster of 2 separate species, C2H4Cl3NS in total in a non-equilibrium geometry.

Each line ends with the natural charge from an NBO analysis.
Element x y z (Å)
C 0.235 -0.619 0.262  -0.499
C -3.356 -0.145 -0.082  -0.380
N -0.117 0.480 -0.588  -0.546
S -0.566 1.831 0.161  0.487
Cl -4.625 -0.730 -1.075  0.040
Cl -2.867 -1.159 1.203  0.069
Cl -3.647 1.491 0.446  0.029
H 0.886 -0.138 1.153  0.194
H -0.763 -0.990 0.752  0.239
H 0.611 -1.590 -0.209  0.235
H -0.815 2.297 -1.038  0.130

Results
ΔE to the lowest compared entry with this formula, charge and spin in eV: 3.787
Frontier orbital gap (alpha / beta) in Ha: 0.1832 / 0.1832
Highest occupied orbital energy (alpha / beta) in hartree: -0.2596 / -0.2595

---

7.
Density functional theory data (ωB97M-V/def2-TZVPD) for an isolated molecule of C5H8FNO2 in a non-equilibrium geometry.

Each line ends with the natural charge from an NBO analysis.
Element x y z (Å)
C -0.542 1.691 -1.086  -0.431
N 0.005 0.425 -0.606  -0.427
C -0.901 -0.664 -0.413  -0.272
C -0.819 -0.736 1.113  -0.073
O 0.453 -1.202 1.577  -0.520
C 1.501 -0.998 0.663  0.384
F 1.555 -2.036 -0.241  -0.361
C 1.170 0.389 -0.026  0.619
O 2.003 1.216 -0.089  -0.597
H -1.322 2.002 -0.362  0.198
H 0.243 2.495 -1.163  0.253
H -0.852 1.461 -2.131  0.212
H -0.547 -1.669 -0.816  0.240
H -1.860 -0.365 -0.742  0.223
H -0.880 0.349 1.524  0.170
H -1.645 -1.353 1.618  0.202
H 2.442 -1.005 1.177  0.180

Results
ΔE to the lowest compared entry with this formula, charge and spin in eV: 0.657
Frontier orbital gap in Ha: 0.3791
Highest occupied orbital energy in hartree: -0.3496
SMILES: CN1CCO[C@@H](F)C1=O

---

8.
Density functional theory data (ωB97M-V/def2-TZVPD) for a cluster of 2 separate species, C3H9ClN2 in total in a non-equilibrium geometry.

Each line ends with the natural charge from an NBO analysis.
Element x y z (Å)
C -2.072 0.870 -1.234  -0.484
C -1.267 0.346 1.000  -0.488
C 2.698 -1.327 0.374  -0.492
N -1.274 -0.006 -0.344  -0.240
N 2.068 -0.628 -0.699  -0.342
Cl 1.958 0.971 -0.576  0.192
H -1.410 1.665 -1.696  0.215
H -2.437 0.287 -2.080  0.209
H -2.896 1.338 -0.779  0.179
H -0.316 0.633 1.398  0.221
H -2.181 1.035 1.324  0.162
H -1.453 -0.685 1.459  0.221
H 3.457 -2.081 -0.157  0.229
H 3.198 -0.551 1.067  0.190
H 1.927 -1.866 0.944  0.227

Results
ΔE to the lowest compared entry with this formula, charge and spin in eV: 5.119
Frontier orbital gap (alpha / beta) in Ha: 0.3421 / 0.3184
Highest occupied orbital energy (alpha / beta) in hartree: -0.3325 / -0.3296

---

no.,energy (Ha)
1,-296.28112
2,-2981.53193
3,-1780.68652
4,-3847.28370
5,-345.72130
6,-1911.91979
7,-500.38556
8,-689.20634